Molecular formula: C25H55CoNO2Si2
Method: DFT, wB97M-V/def2-TZVPD

Last column: Mulliken charge in e.
Geometry (Å):
O: 0.34 -0.87 -2.24  -0.36
O: -4.37 -0.78 -1.67  -0.37
C: 0.24 -0.08 -3.37  -0.26
C: 1.17 -0.55 -4.51  -1.52
H: 0.40 1.04 -3.31  0.21
H: -0.82 -0.17 -3.68  0.49
H: 2.19 -0.42 -4.20  0.33
H: 1.00 0.01 -5.42  0.45
H: 0.95 -1.58 -4.73  0.31
C: -0.49 -1.90 -1.88  1.30
C: -1.49 -2.31 -2.97  -1.70
H: -1.10 -1.79 -0.95  -0.16
H: 0.17 -2.76 -1.67  -0.54
H: -2.37 -1.67 -2.93  0.34
H: -1.88 -3.31 -2.77  0.45
H: -1.07 -2.34 -3.96  0.40
C: -4.31 -1.12 -0.23  0.29
C: -4.72 0.60 -1.91  0.15
C: -4.45 -2.61 -0.09  -1.29
H: -5.11 -0.58 0.30  0.52
H: -3.34 -0.77 0.15  -0.22
H: -5.37 -2.95 -0.56  0.34
H: -4.48 -2.87 0.97  0.41
H: -3.61 -3.16 -0.55  0.18
C: -5.69 0.67 -3.07  -1.39
H: -3.81 1.12 -2.18  -0.07
H: -5.15 1.07 -1.04  0.47
H: -5.33 0.14 -3.97  0.30
H: -5.86 1.72 -3.33  0.41
H: -6.66 0.23 -2.78  0.31
H: 0.42 0.66 -0.40  -2.18
Co: 1.59 -0.18 0.60  -0.58
C: -0.14 1.47 -0.87  3.13
Si: -0.71 2.85 0.12  0.09
H: 0.61 1.82 -1.61  0.32
H: -1.11 1.04 -1.08  -0.46
C: -1.60 3.73 -1.32  -1.23
C: 0.43 4.13 0.87  -1.08
C: -2.00 2.41 1.40  -0.66
C: 2.59 -1.60 -0.32  -0.92
Si: 2.06 -3.05 0.83  0.25
H: 3.63 -1.29 -0.30  0.65
H: 2.14 -1.56 -1.29  0.58
C: 1.96 -4.49 -0.34  -1.23
C: 0.41 -2.81 1.69  -0.34
C: 3.42 -3.28 2.08  -1.21
H: -2.57 1.53 1.07  0.05
H: -2.72 3.23 1.57  0.43
H: -1.54 2.16 2.37  0.21
H: -0.91 3.80 -2.18  0.32
H: -1.92 4.75 -1.04  0.36
H: -2.48 3.15 -1.63  0.26
H: 1.39 4.21 0.32  0.36
H: 0.67 3.93 1.93  0.32
H: -0.03 5.15 0.85  0.48
H: -0.36 -3.42 1.20  0.51
H: 0.06 -1.76 1.69  -0.62
H: 0.53 -3.12 2.73  0.41
H: 3.40 -4.34 2.38  0.40
H: 3.28 -2.65 2.96  0.31
H: 4.41 -3.06 1.64  0.34
H: 2.29 -5.37 0.22  0.38
H: 2.62 -4.36 -1.21  0.38
H: 0.93 -4.65 -0.69  0.31
C: 4.07 1.61 -0.10  -1.05
N: 3.40 1.05 1.10  0.36
C: 4.32 0.17 1.85  -1.26
C: 3.03 2.16 2.01  -0.98
C: 1.92 1.70 2.89  1.12
C: 1.71 2.31 4.13  -0.63
C: 0.66 1.91 4.96  -0.71
C: -0.18 0.89 4.49  -0.61
C: 0.03 0.29 3.23  0.10
C: 1.12 0.65 2.42  -0.11
H: 4.24 0.81 -0.82  0.30
H: 5.02 2.08 0.19  0.38
H: 3.42 2.36 -0.56  0.32
H: 5.19 0.75 2.20  0.42
H: 3.80 -0.25 2.70  0.29
H: 4.67 -0.63 1.20  0.44
H: 3.90 2.46 2.62  0.45
H: 2.76 3.06 1.44  0.28
H: 2.41 3.10 4.48  0.41
H: 0.50 2.38 5.93  0.41
H: -1.01 0.56 5.11  0.42
H: -0.66 -0.45 2.87  0.56

Results
2S+1 ... 5
Net charge ... +1
LUMO level (spin up / spin down) ... -1.93 / -5.21 eV
HOMO-LUMO gap (spin up / spin down) ... 9.834 / 6.542 eV
HOMO level (spin up / spin down) ... -11.76 / -11.75 eV
⟨S²⟩ ... 6.01



Molecular formula: C17H28BrN5O3
Method: DFT, wB97M-V/def2-TZVPD

Last column: Mulliken charge in e.
Geometry (Å):
C: 4.23 -2.54 2.76  -0.85
N: 2.89 -2.82 2.24  -0.10
C: 2.33 -2.33 1.12  -0.44
O: 1.20 -2.69 0.82  -0.70
C: 3.07 -1.32 0.24  0.04
N: 3.03 -1.75 -1.16  -0.09
C: 3.90 -1.39 -2.10  0.88
C: 3.78 -2.06 -3.45  -1.30
O: 4.77 -0.55 -1.90  -0.72
C: 2.46 0.08 0.41  2.02
C: 2.21 0.52 1.85  -1.78
O: 3.34 1.04 -0.13  -0.68
H: 4.37 -1.47 2.92  0.23
H: 4.36 -3.06 3.71  0.33
H: 4.99 -2.90 2.06  0.30
H: 2.31 -3.46 2.75  0.33
H: 4.12 -1.27 0.56  0.58
H: 2.27 -2.37 -1.43  0.26
H: 2.73 -2.17 -3.71  0.36
H: 4.28 -1.45 -4.19  0.30
H: 4.25 -3.04 -3.39  0.34
H: 1.52 0.13 -0.13  -0.88
H: 3.14 0.47 2.42  0.28
H: 1.46 -0.11 2.32  0.37
H: 1.85 1.55 1.85  0.46
H: 3.81 0.63 -0.88  0.45
Br: 1.33 0.35 -4.34  -0.20
C: 0.16 0.64 -2.86  0.08
C: -0.35 1.92 -2.63  -0.54
C: -1.23 2.15 -1.58  -0.56
C: -1.59 1.08 -0.74  1.03
N: -2.51 1.24 0.34  0.23
C: -3.22 2.52 0.58  -1.28
C: -4.53 2.54 -0.22  -0.26
C: -5.69 1.88 0.52  -0.82
N: -5.46 0.47 0.88  -0.35
C: -4.34 0.15 1.80  -0.86
C: -2.99 0.04 1.07  -0.71
C: -1.00 -0.18 -1.05  -0.46
N: -0.16 -0.39 -2.08  -0.40
H: -0.05 2.73 -3.29  0.42
H: -1.62 3.15 -1.46  0.32
H: -2.61 3.38 0.31  0.41
H: -3.43 2.66 1.65  0.47
H: -4.38 2.03 -1.18  0.26
H: -4.80 3.57 -0.43  0.39
H: -5.91 2.45 1.43  0.37
H: -6.58 1.93 -0.11  0.40
H: -6.32 0.04 1.21  0.25
H: -4.55 -0.81 2.27  0.49
H: -4.28 0.89 2.61  0.32
H: -3.12 -0.79 0.37  0.49
H: -2.23 -0.26 1.80  0.25
H: -1.20 -1.04 -0.42  0.27

Results
SMILES string ... CNC(=O)[C@@H](NC(C)=O)[C@@H](C)O.Brc1ccc(N2CCCNCC2)cn1
Net charge ... 0
LUMO level ... 0.69 eV
HOMO-LUMO gap ... 8.449 eV
HOMO level ... -7.76 eV



Largest force on an atom (computed, eV/A): 3.5 1.7